1.
Here is C4H4N2S in the gas phase in a non-equilibrium geometry from the Open Molecules 2025 dataset. Energies are from ωB97M-V/def2-TZVPD.

Atoms and positions in Å:
H: -0.9164 -0.8251 2.1420
N: -0.3836 -0.7144 1.2663
C: -0.8296 -1.2869 0.2311
N: -0.1492 -1.2475 -0.9083
C: 0.4664 -0.2157 -1.3459
C: 0.6895 1.0786 -0.6829
C: 0.4830 1.5109 0.5685
S: 0.1173 2.2373 1.8876
H: -1.6846 -1.8755 0.2079
H: 0.8975 -0.4903 -2.2717
H: 1.3096 1.8286 -1.0947

Highest occupied orbital energy = -8.563 eV
Relative energy (zero: lowest compared OMol25 entry of this formula, charge and spin) = 2.876 eV
Gap between HOMO and LUMO = 8.42 eV
Structure (SMILES) = [H]/N=C/N=C\C=C=S
E_LUMO = -0.1 eV

Here are the Mulliken charges for atoms 1 to 5, given in e: 0.20, -0.57, 0.05, -0.59, 0.01

---

2.
Here is a molecular structure, C14H15CoO4P in a non-equilibrium geometry from the Open Molecules 2025 dataset. Energies are from ωB97M-V/def2-TZVPD.

Atoms and positions in Å:
Co: 0.9460 -1.5427 0.5557
C: 2.5290 -0.8921 0.8504
O: 3.5985 -0.4860 0.9895
C: 1.3516 -3.2858 0.5702
O: 1.8162 -4.3507 0.5896
C: 1.0019 -1.4941 -1.1886
O: 1.1785 -1.4174 -2.3349
C: 0.3343 -1.4660 2.1813
O: 0.2034 -1.5177 3.3301
C: -4.1910 -2.6120 -0.3128
H: -4.5620 -2.1001 0.5845
H: -4.2623 -2.0628 -1.2605
C: -3.7722 -3.8839 -0.2713
H: -3.4766 -4.4199 -1.1820
H: -3.7782 -4.4609 0.6619
C: -1.4531 1.9048 1.0558
P: -0.4300 0.5212 0.4068
C: -1.6437 0.0061 -0.8737
C: 0.9601 1.6234 -0.0931
C: 1.7440 2.1359 0.9629
C: 2.8773 2.8806 0.6893
C: 3.2626 3.1176 -0.6387
C: 2.4929 2.5930 -1.6823
C: 1.3366 1.8372 -1.4168
H: -2.4321 1.5734 1.4160
H: -1.6011 2.5682 0.1838
H: -0.9444 2.4709 1.8370
H: -2.0768 0.8801 -1.3664
H: -1.1889 -0.6647 -1.6131
H: -2.4380 -0.5558 -0.3386
H: 1.4602 1.9356 2.0038
H: 3.4764 3.2803 1.5084
H: 4.1554 3.6986 -0.8538
H: 2.7855 2.7626 -2.7195
H: 0.7401 1.4229 -2.2308

Multiplicity = 5
Highest occupied orbital energy (spin up / spin down) = -17.600 / -19.872 eV
Gap between HOMO and LUMO (spin up / spin down) = 6.83 / 4.72 eV
Charge = +3
E_LUMO (spin up / spin down) = -10.8 / -15.2 eV

Here are the Mulliken charges for atoms 1 to 5, given in e: -0.29, 0.33, -0.15, 0.16, -0.17

---

3.
Here is a molecular structure, C22H46Cl34NO7S2 in a non-equilibrium geometry from the Open Molecules 2025 dataset. Energies are from ωB97M-V/def2-TZVPD.

Atoms and positions in Å:
C: 4.2922 -2.4917 0.3779
C: 3.1557 -1.6748 1.0277
C: 2.4767 -0.6143 0.1377
C: 0.9576 -0.7793 0.2642
O: 0.3799 0.4000 -0.3168
S: -1.2056 0.6560 -0.2226
O: -1.2548 2.0971 -0.1972
O: -1.8309 0.0259 -1.3602
N: -1.7072 0.0967 1.1905
S: -2.4527 -1.3468 1.2235
O: -1.7194 -2.4733 0.6762
O: -2.8903 -1.5417 2.5958
C: -3.9787 -1.1522 0.2418
O: -3.9198 -1.8396 -0.9902
O: -4.3168 -3.1960 -0.7254
H: 4.0694 -3.5588 0.3865
H: 4.4527 -2.2002 -0.6597
H: 5.2321 -2.3395 0.9130
H: 3.4831 -1.1813 1.9443
H: 2.3807 -2.3773 1.3319
H: 2.7136 -0.7812 -0.9156
H: 2.7421 0.3959 0.4419
H: 0.6259 -1.6535 -0.2956
H: 0.6645 -0.8737 1.3093
H: -4.8520 -1.5044 0.7897
H: -4.1062 -0.1041 -0.0101
H: -3.4865 -3.6982 -0.7552
C: 2.0722 3.3222 1.9631
Cl: 3.5963 3.0827 1.0857
Cl: 1.4378 1.8006 2.5946
H: 2.2792 3.9817 2.7987
H: 1.3428 3.7626 1.2927
C: -3.8601 0.6365 4.6860
Cl: -3.0836 1.9270 5.6328
Cl: -4.8289 1.2805 3.3631
H: -3.0938 -0.0060 4.2633
H: -4.5134 0.0823 5.3453
C: -6.3268 1.7115 7.4072
Cl: -7.5778 2.2679 8.5286
Cl: -6.3051 -0.0520 7.2577
H: -6.5233 2.1317 6.4277
H: -5.3601 2.0342 7.7732
C: -4.9541 0.3504 -3.0780
Cl: -5.8400 0.8835 -1.6418
Cl: -5.9683 -0.6277 -4.1524
H: -4.6194 1.2197 -3.6286
H: -4.1130 -0.2502 -2.7468
C: 4.2592 1.4078 -2.2839
Cl: 5.0680 1.8787 -3.7936
Cl: 5.3282 0.4892 -1.2232
H: 3.9425 2.3073 -1.7691
H: 3.4016 0.7929 -2.5312
C: -5.6558 -3.5944 6.6418
Cl: -4.5298 -4.8370 7.2072
Cl: -5.1548 -2.8862 5.1041
H: -6.6254 -4.0523 6.5083
H: -5.7018 -2.8116 7.3897
C: 7.0262 3.1327 -6.7210
Cl: 6.3208 3.9431 -8.1274
Cl: 8.2863 1.9868 -7.1905
H: 7.4626 3.8843 -6.0746
H: 6.2422 2.5943 -6.2039
C: 4.0801 -0.4234 5.4836
Cl: 2.8068 -1.0851 4.4596
Cl: 5.0484 0.7922 4.6333
H: 3.6229 0.0452 6.3469
H: 4.7345 -1.2318 5.7871
C: -1.2672 -6.1340 -0.0755
Cl: 0.4012 -5.7144 -0.4338
Cl: -2.3582 -5.6376 -1.3657
H: -1.3363 -7.2101 0.0295
H: -1.5675 -5.6297 0.8362
C: -7.3492 -5.6362 10.1579
Cl: -6.5497 -7.1315 9.6672
Cl: -7.8905 -4.6758 8.7741
H: -8.2172 -5.8910 10.7537
H: -6.6494 -5.0405 10.7316
C: 9.1128 0.7300 0.4855
Cl: 8.1760 0.7468 1.9848
Cl: 8.6340 -0.5957 -0.5779
H: 8.9421 1.6643 -0.0362
H: 10.1607 0.6124 0.7340
C: 4.2869 6.8977 2.9641
Cl: 2.6328 6.9710 3.5893
Cl: 5.0034 5.2977 3.1675
H: 4.2615 7.1289 1.9055
H: 4.8878 7.6208 3.5024
C: 6.3569 1.6857 -11.3355
Cl: 7.7315 1.5099 -12.4356
Cl: 5.7909 0.1287 -10.7232
H: 6.6627 2.2928 -10.4925
H: 5.5433 2.1592 -11.8722
C: 0.4622 4.6669 -1.6733
Cl: 2.1831 5.0053 -1.4129
Cl: -0.1713 5.5817 -3.0555
H: 0.3268 3.6110 -1.8591
H: -0.0882 4.9624 -0.7891
C: 2.0532 -0.7228 -11.5281
Cl: 2.1537 0.7995 -10.6417
Cl: 1.2040 -0.5462 -13.0705
H: 3.0615 -1.0658 -11.7292
H: 1.5152 -1.4394 -10.9195
C: -6.2128 -6.3583 -1.3786
Cl: -5.2790 -6.6417 -2.8502
Cl: -5.7069 -7.4189 -0.0540
H: -6.0607 -5.3283 -1.0735
H: -7.2573 -6.5514 -1.5902
C: -4.1253 5.4996 -2.7597
Cl: -5.5371 6.2788 -2.0255
Cl: -4.2681 3.7424 -2.7817
H: -4.0336 5.8532 -3.7797
H: -3.2475 5.7614 -2.1818

Highest occupied orbital energy = -6.913 eV
Relative energy (zero: lowest compared OMol25 entry of this formula, charge and spin) = 0.000 eV
Gap between HOMO and LUMO = 8.57 eV
Charge = -1
E_LUMO = 1.7 eV

Here are the Mulliken charges for atoms 1 to 5, given in e: -1.21, 0.11, 0.98, -1.28, -0.12

---

4.
Here is C5H8N2 in the gas phase from the Open Molecules 2025 dataset. Energies are from ωB97M-V/def2-TZVPD.

Atoms and positions in Å:
C: -0.6645 1.8035 1.5073
C: -0.5642 0.5836 0.6500
C: -1.5691 -0.2286 0.0866
N: -1.0850 -1.0966 -0.7997
N: 0.2460 -0.8637 -0.8002
C: 1.2780 -1.5947 -1.5131
C: 0.5822 0.1103 0.0702
H: -1.1224 2.6097 0.9250
H: 0.3395 2.1400 1.7852
H: -1.2497 1.6728 2.4230
H: -2.6171 -0.2076 0.3626
H: 1.4797 -1.2173 -2.5227
H: 1.0769 -2.6648 -1.5517
H: 2.1771 -1.4307 -0.9163
H: 1.6212 0.3367 0.2577

Highest occupied orbital energy = -8.844 eV
Relative energy (zero: lowest compared OMol25 entry of this formula, charge and spin) = 0.761 eV
Gap between HOMO and LUMO = 9.83 eV
Structure (SMILES) = Cc1cnn(C)c1
E_LUMO = 1.0 eV

Here are the Mulliken charges for atoms 1 to 5, given in e: -1.17, 0.41, -0.38, -0.90, 0.62